1.
Density functional theory data (ωB97M-V/def2-TZVPD) for C42H29ClN3O7PSTi as an isolated structure at a distorted geometry.

Results
- E_HOMO (spin up / spin down): -0.1 / -3.0 eV
- Total charge: -2
- Spin multiplicity: 3
- ΔE to the lowest compared entry with this formula, charge and spin: 119.57 kJ/mol
- HOMO-LUMO gap (spin up / spin down): 4.223 / 7.056 eV

CARTESIAN COORDINATES (ANGSTROEM)
Ti -0.722 -2.071 -0.122
O -1.124 -1.756 4.688
C -1.056 -2.087 3.344
O -2.092 -2.177 2.709
C 0.288 -2.310 2.875
C 1.308 -2.613 3.796
C 2.509 -3.122 3.381
C 2.696 -3.337 1.983
C 1.703 -2.963 1.133
N 0.517 -2.406 1.504
C 1.853 -3.174 -0.360
O 2.840 -3.695 -0.842
O 0.825 -2.734 -1.042
H -2.068 -1.601 4.826
H 1.095 -2.473 4.846
H 3.281 -3.384 4.095
H 3.590 -3.780 1.566
O -2.372 -3.909 -2.837
C -2.184 -2.719 -2.952
N -1.832 -1.822 -1.953
S -1.534 -0.346 -2.610
O -2.311 0.726 -2.057
O -0.112 -0.130 -2.739
C -2.141 -0.702 -4.234
C -2.372 0.145 -5.301
C -2.877 -0.421 -6.463
C -3.123 -1.792 -6.539
C -2.890 -2.617 -5.445
C -2.412 -2.040 -4.285
H -2.170 1.206 -5.223
H -3.091 0.209 -7.319
H -3.502 -2.214 -7.462
H -3.083 -3.682 -5.476
Cl -0.972 -5.072 1.414
C -1.664 -3.980 0.103
H -2.733 -3.929 0.316
H -1.516 -4.549 -0.807
N -6.219 4.682 4.895
C -5.539 3.987 4.277
C -4.691 3.121 3.503
C -3.645 3.651 2.747
C -2.830 2.825 2.001
C -3.029 1.432 1.984
C -4.099 0.912 2.747
C -4.909 1.740 3.490
C -2.204 0.551 1.255
C -1.548 -0.338 0.722
H -3.480 4.722 2.753
H -2.026 3.246 1.413
H -4.254 -0.159 2.727
H -5.722 1.328 4.076
C 2.543 1.921 4.092
C 1.903 2.799 3.231
C 1.588 2.409 1.934
C 1.911 1.136 1.470
C 2.545 0.259 2.352
C 2.863 0.645 3.645
P 1.454 0.470 -0.195
C 3.125 0.092 -0.876
C 3.151 -0.697 -2.026
C 4.357 -1.059 -2.608
C 5.557 -0.645 -2.046
C 5.542 0.145 -0.903
C 4.334 0.513 -0.325
C 1.100 2.046 -1.092
C -0.148 2.630 -0.872
C -0.517 3.794 -1.529
C 0.351 4.388 -2.437
C 1.585 3.801 -2.683
C 1.955 2.637 -2.018
H 2.785 2.224 5.104
H 1.643 3.797 3.565
H 1.093 3.117 1.282
H 2.805 -0.740 2.020
H 3.349 -0.064 4.304
H 2.214 -1.042 -2.451
H 4.356 -1.687 -3.490
H 6.500 -0.946 -2.488
H 6.472 0.475 -0.454
H 4.338 1.135 0.562
H -0.850 2.127 -0.216
H -1.496 4.223 -1.348
H 0.060 5.290 -2.963
H 2.265 4.247 -3.399
H 2.910 2.179 -2.243

Forces on the atoms, in the same order (eV/Å):
-0.690 -0.578 0.393
-0.043 0.019 0.047
0.237 0.027 -0.052
-0.091 -0.043 -0.058
-0.081 0.075 0.001
0.058 0.003 0.005
-0.006 0.015 -0.047
0.154 0.014 0.169
-0.198 -0.101 -0.210
0.855 -0.319 0.783
-0.131 0.106 0.016
0.045 -0.052 -0.046
0.999 -0.166 -0.280
0.012 -0.056 0.001
0.014 -0.006 0.008
-0.016 0.010 -0.002
-0.010 0.024 0.002
-0.028 -0.193 0.092
-0.050 0.264 0.161
-0.139 0.267 -1.321
-0.074 0.084 -0.373
-0.180 -0.063 0.080
0.062 0.023 0.068
-0.106 0.195 0.062
0.093 0.033 0.040
0.013 0.043 0.011
0.040 -0.099 0.045
-0.090 -0.079 -0.200
-0.008 -0.153 0.177
-0.013 -0.008 -0.007
0.034 -0.012 -0.006
-0.019 0.001 0.011
-0.016 0.022 0.017
-0.170 -0.060 -0.080
-0.110 -0.207 0.298
-0.028 -0.038 -0.008
-0.064 -0.026 -0.057
-0.047 0.048 0.042
0.169 -0.176 -0.152
-0.128 0.082 0.097
0.047 0.089 -0.030
-0.002 -0.031 -0.009
-0.093 0.046 0.128
0.047 0.039 -0.078
-0.045 -0.047 0.033
0.157 -0.122 0.013
-0.481 0.962 0.100
0.021 -0.006 -0.015
0.024 -0.001 0.033
0.015 -0.001 0.046
0.002 -0.017 -0.014
0.005 -0.017 -0.040
-0.002 -0.020 0.003
0.035 0.027 -0.032
-0.067 -0.006 -0.021
0.011 -0.066 -0.030
0.008 0.034 -0.005
0.308 0.437 0.086
-0.039 -0.051 0.047
-0.073 -0.042 -0.053
0.033 0.041 -0.017
-0.047 0.032 0.034
-0.040 0.002 -0.027
0.063 0.050 -0.008
-0.077 -0.058 0.019
-0.050 -0.054 -0.017
0.029 0.020 -0.010
0.023 -0.035 0.029
-0.013 -0.018 0.016
0.020 0.031 0.028
-0.013 -0.005 -0.001
-0.015 -0.008 -0.001
-0.005 -0.010 -0.029
-0.047 -0.015 0.037
-0.018 -0.010 -0.002
0.045 -0.029 0.043
-0.009 -0.017 0.024
-0.008 0.002 -0.001
0.000 -0.010 -0.005
-0.024 -0.040 -0.014
0.010 0.018 -0.019
-0.005 -0.025 -0.010
0.005 0.005 0.011
-0.007 -0.015 -0.010
0.021 0.018 0.039



2.
Density functional theory data (ωB97M-V/def2-TZVPD) for C42H30CoN4O6PS as an isolated structure at a distorted geometry.

Results
- E_HOMO (spin up / spin down): -5.6 / -7.5 eV
- Total charge: 0
- Spin multiplicity: 5
- ΔE to the lowest compared entry with this formula, charge and spin: 74.78 kJ/mol
- HOMO-LUMO gap (spin up / spin down): 4.432 / 6.302 eV

CARTESIAN COORDINATES (ANGSTROEM)
Co -0.473 0.049 -0.654
C 1.287 -4.427 -6.668
O 1.748 -5.587 -6.008
C 2.515 -5.430 -4.900
C 2.913 -6.607 -4.252
C 3.577 -6.553 -3.053
C 3.844 -5.312 -2.437
C 3.581 -4.140 -3.173
C 2.915 -4.200 -4.382
N 4.259 -5.317 -1.142
N 4.312 -4.334 -0.340
C 3.455 -3.391 0.027
C 3.944 -2.299 0.794
C 3.196 -1.174 1.018
C 1.908 -1.013 0.452
O 1.194 0.049 0.607
C 1.385 -2.116 -0.310
N 0.203 -1.913 -0.940
C -0.400 -2.941 -1.507
C 0.084 -4.242 -1.410
C 1.325 -4.450 -0.843
C 2.055 -3.357 -0.367
H 0.657 -4.782 -7.480
H 2.120 -3.848 -7.078
H 0.697 -3.791 -6.001
H 2.658 -7.553 -4.710
H 3.854 -7.459 -2.533
H 3.880 -3.182 -2.770
H 2.684 -3.279 -4.898
H 4.959 -2.370 1.162
H 3.592 -0.353 1.601
H -1.320 -2.739 -2.041
H -0.510 -5.066 -1.776
H 1.714 -5.453 -0.744
O 0.736 1.165 -2.081
C 0.176 1.702 -1.165
C -0.039 2.997 -0.588
C 0.631 4.178 -0.930
C 0.310 5.340 -0.258
C -0.666 5.350 0.738
C -1.333 4.182 1.081
C -1.009 3.009 0.427
P -1.772 1.354 0.582
C -1.706 0.900 2.322
C -2.660 0.066 2.900
C -2.465 -0.415 4.183
C -1.310 -0.089 4.876
C -0.349 0.730 4.300
C -0.541 1.220 3.022
C -3.501 1.675 0.148
C -4.441 2.045 1.104
C -5.761 2.249 0.730
C -6.140 2.101 -0.595
C -5.197 1.759 -1.556
C -3.881 1.548 -1.187
H 1.387 4.169 -1.703
H 0.813 6.263 -0.511
H -0.901 6.273 1.250
H -2.088 4.187 1.858
H -3.544 -0.218 2.344
H -3.195 -1.085 4.613
H -1.145 -0.500 5.863
H 0.561 0.963 4.837
H 0.214 1.833 2.546
H -4.144 2.153 2.139
H -6.497 2.509 1.479
H -7.174 2.237 -0.881
H -5.494 1.644 -2.591
H -3.141 1.243 -1.917
O -2.144 -4.908 1.564
S -2.852 -3.680 1.789
O -3.209 -3.359 3.145
N -2.069 -2.431 1.073
C -2.790 -1.896 0.126
O -2.435 -0.928 -0.616
C -4.135 -2.517 -0.077
C -5.103 -2.141 -0.992
C -6.272 -2.890 -1.044
C -6.457 -3.982 -0.203
C -5.481 -4.350 0.719
C -4.328 -3.596 0.764
H -4.943 -1.284 -1.632
H -7.047 -2.624 -1.751
H -7.373 -4.552 -0.268
H -5.625 -5.194 1.379

Forces on the atoms, in the same order (eV/Å):
-0.428 -1.471 0.307
0.024 0.019 -0.030
0.026 -0.130 -0.121
0.166 0.050 0.264
-0.083 0.065 -0.149
-0.006 0.063 0.110
0.123 0.743 -0.547
0.093 -0.181 0.282
-0.186 0.048 -0.235
-0.726 -1.420 0.789
0.804 1.079 -0.336
-0.279 -0.398 0.088
0.085 -0.092 -0.048
-0.361 0.112 -0.108
0.350 -0.255 0.034
-0.511 0.501 -0.176
0.263 -0.045 0.099
0.024 0.145 -0.062
-0.036 -0.042 -0.101
0.133 -0.045 0.075
-0.163 0.078 -0.084
0.075 0.079 -0.141
0.014 0.058 -0.007
-0.031 0.010 -0.003
0.027 -0.031 0.008
-0.013 -0.031 0.025
-0.016 -0.014 0.062
-0.070 0.030 0.073
-0.011 -0.005 -0.009
0.009 -0.009 -0.009
0.012 0.007 0.012
-0.043 0.062 0.091
0.015 -0.003 -0.036
0.145 -0.028 -0.118
0.220 0.804 0.178
-0.172 -1.061 -0.734
-0.010 1.324 0.718
0.006 -0.375 -0.145
-0.028 0.217 0.003
-0.003 -0.215 -0.014
0.073 0.173 0.086
0.245 -0.422 -0.414
-0.157 0.746 0.476
0.122 -0.083 -0.015
0.046 0.130 -0.066
-0.027 -0.062 -0.013
-0.005 -0.019 0.013
0.011 -0.006 0.020
-0.087 0.079 -0.098
0.062 -0.119 -0.081
0.079 0.005 -0.045
-0.060 0.036 0.025
-0.015 -0.041 -0.001
0.027 0.064 -0.060
0.035 -0.033 0.103
0.014 0.009 -0.008
0.041 -0.018 -0.011
0.002 0.025 -0.013
-0.013 -0.011 -0.007
-0.018 -0.065 0.028
-0.002 -0.031 0.018
-0.010 0.018 0.037
-0.002 0.020 -0.004
0.083 -0.051 0.056
-0.055 -0.010 0.034
-0.002 0.024 0.003
-0.014 0.030 0.002
0.004 0.008 -0.005
-0.067 -0.021 -0.069
-0.070 0.045 -0.120
-0.126 -0.168 -0.064
-0.037 0.141 -0.018
0.020 -0.108 0.225
-0.045 -0.025 -0.085
0.246 -0.005 0.100
-0.110 -0.028 -0.210
0.002 -0.060 0.093
-0.023 0.067 -0.053
0.034 -0.013 0.011
-0.022 -0.107 0.150
0.389 0.296 -0.016
0.015 -0.008 -0.030
-0.022 -0.009 0.007
-0.002 -0.018 0.018
-0.001 -0.016 0.001